[1]
C19H38N4OP2SiV as an isolated structure at a distorted geometry. Source: OMol25; level of theory: wB97M-V/def2-TZVPD.

Output
2S+1	2
frontier orbital gap (spin up / spin down)	6.81 / 7.48	eV
LUMO level (spin up / spin down)	-0.0287 / -0.0123	Ha
<S²>	0.858
HOMO (spin up / spin down)	-7.590 / -7.810	eV

```
66
Properties=species:S:1:pos:R:3:forces:R:3
H 5.4991 1.2310 -0.1328 -0.7 -0.3 -0.2
H -3.0971 -2.6454 -3.4227 0.3 0.2 0.4
H -4.3297 -0.5816 -2.0393 0.8 0.3 0.5
H -1.3995 -3.1029 -3.1243 -0.1 0.2 -0.1
P -2.1685 -1.6588 -1.3022 -1.9 1.0 -0.6
H 5.2649 0.4831 2.1589 -0.3 -0.1 0.0
H 2.8077 -1.1340 -0.8398 0.0 0.0 -0.1
C 4.4471 0.9143 -0.3282 0.1 0.5 0.7
C -2.2550 3.7620 -0.2935 0.7 -0.6 -0.3
H 2.6201 -1.6960 0.8287 -0.1 0.2 -0.1
H -2.7235 3.2588 0.5567 0.0 0.3 -0.3
H 0.3697 -4.9055 1.5142 -0.3 0.8 -0.6
N 4.1475 -0.2506 0.5363 -0.2 0.6 -0.1
C -0.7334 3.5615 -2.2260 -0.4 -0.6 1.0
H -3.6947 0.1227 -0.4769 0.3 -0.3 -0.9
N 3.3401 1.3259 2.2988 0.3 0.1 -0.5
H -1.1622 -2.3343 3.0632 -0.3 0.1 0.0
C -1.6618 5.7046 -1.6038 0.4 -0.1 -0.2
H -1.3033 -4.2940 1.6141 0.0 0.0 0.0
C -3.3956 -0.2585 -1.4934 -1.0 -0.1 -0.2
H 1.0578 -2.7003 -1.5803 0.1 0.0 0.0
H -1.0131 -3.1960 -0.8013 1.0 0.2 1.8
C 3.6485 2.4545 1.3792 0.4 -0.4 -0.1
C -0.8299 4.9309 -2.4370 -0.6 -0.3 0.5
H -3.7590 -2.5900 0.3551 0.3 -0.3 -0.8
H -2.9737 5.7337 0.1319 0.4 -0.3 -0.5
P 1.5224 0.4410 0.5020 2.1 1.3 0.3
H 1.2838 1.8014 2.5282 -0.1 0.0 0.0
Si -1.7325 -0.0246 2.1999 -1.0 -0.3 1.5
H -2.9220 0.5793 -2.0472 -0.3 -0.6 0.3
H -4.0938 -3.2868 -1.3017 0.4 0.5 0.4
H 2.9475 3.2848 1.5810 0.4 -0.3 -0.1
H 1.9934 -3.7078 -0.4338 -1.1 0.2 0.1
H 3.9394 -0.6835 2.6031 0.3 0.6 -0.5
C -2.0675 -1.7145 3.0747 0.5 0.3 -0.3
H 2.1827 1.5976 -1.5834 0.0 0.3 0.6
H -0.0931 2.9015 -2.8227 -0.2 0.4 0.1
C 4.2282 0.1796 1.9528 -0.8 -0.2 0.1
C -2.1218 -2.2777 -3.0618 0.4 0.2 0.0
V -0.6232 0.3412 0.0788 -3.8 -3.9 -2.8
H -0.7945 -5.2632 0.2088 0.0 -0.2 0.4
N -1.1778 1.7077 -0.7521 1.7 -2.5 1.9
C -2.3461 5.1199 -0.5353 -0.4 0.4 0.0
H 0.6823 -4.4197 -1.4470 0.4 0.1 -0.1
C -0.4777 -4.4831 0.9234 -0.6 -0.4 -0.7
N 3.5885 2.1030 -0.0644 0.3 0.0 0.1
H -1.7945 -1.4636 -3.7292 0.0 -0.3 0.2
H -2.8904 -2.2563 2.5932 0.2 0.1 0.1
H -2.7187 -3.8691 -0.3358 -0.3 0.3 0.0
O 0.0320 -2.1549 0.9138 -1.0 1.2 -1.9
H -2.3461 -1.4870 4.1123 0.0 0.0 -0.2
H -0.2650 5.3798 -3.2438 -0.1 0.1 0.0
C -3.2987 -2.9709 -0.5912 -0.3 0.2 0.6
H -1.0150 0.7244 3.2890 -0.2 0.2 -0.1
H 4.6934 2.7799 1.5800 -0.7 -0.1 0.0
C -0.2142 -3.2274 0.0521 2.2 -0.7 1.2
H -1.7548 6.7724 -1.7886 0.0 -0.2 0.1
H -3.1623 0.4670 2.0791 0.3 0.3 0.1
C 1.9055 0.9592 2.2346 1.2 -0.1 -0.5
C -1.4122 2.9559 -1.1086 -0.4 3.2 -1.1
C 0.9727 -3.5302 -0.8677 0.6 -0.2 -0.5
C 2.8195 -0.8207 0.2011 0.7 0.2 0.6
H 1.5768 2.7821 -0.3429 0.4 -0.5 -0.2
H 1.7056 0.1199 2.9059 -0.1 0.1 0.0
H 4.3335 0.6203 -1.3805 0.1 0.1 0.3
C 2.2119 1.8880 -0.5118 0.1 -0.7 0.8
```
Forces are in eV/Å.

[2]
A 3-piece molecular cluster, C19H38N5O4 overall at a distorted geometry. Source: OMol25; level of theory: wB97M-V/def2-TZVPD.

Output
net charge	+1
frontier orbital gap	8.06	eV
LUMO level	-0.1184	Ha
HOMO	-11.283	eV

```
66
Properties=species:S:1:pos:R:3:forces:R:3
C -4.3218 4.3049 -5.5838 -0.1 0.0 0.1
H -1.3928 0.1890 -0.5155 -2.0 -0.7 -0.6
O -2.2030 2.4777 1.8381 1.9 -3.1 0.0
C 2.5234 -3.0749 0.4570 1.0 -0.4 -0.6
H -3.3933 -2.0329 -1.6710 0.8 1.2 2.0
C -2.4926 0.0210 -0.8784 -0.4 0.1 -0.4
H 2.1098 -2.3550 -0.3684 0.4 -1.4 1.7
O -2.1701 0.2152 2.8118 3.8 7.1 -3.0
H -3.0040 3.3745 0.0736 1.4 -2.1 1.0
C -2.5945 -3.6572 0.8909 5.6 -0.3 0.6
H -2.4935 0.2171 -2.0559 0.0 -0.1 2.8
H 3.3383 -6.3489 1.9505 0.3 -0.5 -1.6
N -2.1480 -2.4468 0.0575 4.3 -4.1 3.4
H 3.1987 -2.4099 1.1714 -1.6 -1.5 -1.4
H 4.7586 4.7212 1.1982 -0.1 -0.2 0.1
H 2.8408 -6.4831 0.3172 1.5 0.0 1.2
H -0.0398 -1.5683 -0.4522 -1.4 -2.3 1.6
H -4.9317 5.1918 -5.3896 0.1 0.0 -0.2
C -1.4875 1.3112 2.3781 -2.6 -5.3 1.9
C -1.2233 -4.3649 1.4852 -2.5 3.9 -2.9
C 5.7903 2.4242 1.5690 -0.1 0.2 0.0
H 4.5952 -4.5099 1.7016 -0.4 -1.1 -1.9
N 4.5207 2.8493 2.1221 -0.7 -1.2 0.8
H 1.4723 -5.0251 1.3344 -0.2 2.5 -0.3
C -2.4283 2.3770 0.3878 -1.2 1.1 -2.0
H -1.1292 -5.3400 2.1651 -0.1 2.6 -1.8
C -0.6368 -2.4207 0.1185 -1.9 -1.5 1.4
H -3.8969 0.6941 0.9137 0.9 0.7 -2.0
H -2.0939 3.7376 -4.3928 -0.1 0.0 0.0
H 3.0791 4.1199 1.3262 0.1 0.2 0.1
C 4.3811 -5.0875 0.7063 0.5 0.4 -1.5
H 0.6834 2.2566 2.6764 -1.2 -2.1 -0.6
H -5.3818 3.5029 -2.6652 -0.2 -0.1 -0.1
H -3.6872 -4.0298 1.0820 2.4 1.2 -0.6
H 6.0252 1.3981 1.8649 -0.1 0.2 0.0
H 6.5765 3.0916 1.9332 0.1 -0.2 -0.1
H 1.5465 -3.5191 2.4686 -0.6 -0.7 -2.4
C -3.4252 1.1366 -0.0622 1.1 0.0 -0.7
H 0.3106 0.6720 3.6271 -0.5 1.2 -2.5
H -6.2465 3.3452 -4.2227 0.3 0.0 0.1
H -4.2321 1.5128 -0.8431 1.7 -0.6 1.9
C 0.1636 1.2133 2.5732 -0.8 0.4 1.1
C 4.0466 4.1870 1.8330 -0.3 0.1 0.2
H -3.3537 4.6161 -5.9857 -0.1 -0.1 0.1
H -5.2760 1.9844 -3.5863 -0.2 0.1 0.1
N -4.1610 3.5665 -4.3480 1.6 -0.2 0.5
H 2.9764 -4.7353 -1.1887 1.2 1.2 2.0
H -4.8254 3.6662 -6.3150 0.0 0.2 -0.1
H 5.4195 -5.3236 0.1916 -2.1 0.6 1.1
H 5.7377 2.4799 0.4780 0.2 -0.1 0.0
H -4.0644 -1.4185 -0.0101 2.3 -0.3 -1.3
O -2.7171 2.7029 -2.7585 -0.3 0.2 -0.4
H 0.6655 0.5309 1.7589 -1.2 1.5 1.4
C 1.3813 -3.8536 1.3391 1.1 0.5 1.2
C -2.9219 3.3187 -3.7972 -1.0 0.2 -0.3
C -3.0762 -1.4963 -0.6660 -1.2 0.4 -0.3
O 2.6721 2.3198 3.4102 0.9 0.0 -0.4
H -1.4245 2.4001 -0.2567 -2.0 -0.3 1.6
N -0.0488 -3.5194 0.9761 -6.0 1.0 -1.6
C -5.3426 3.0734 -3.6710 0.1 -0.1 0.3
H 4.3486 -3.4261 -0.8775 -1.8 -1.5 1.1
N 3.6874 -6.4108 0.9568 -1.2 1.6 0.7
H 4.2052 1.0302 3.0686 0.1 0.1 0.0
C 3.5459 -4.1252 -0.3375 0.5 1.0 0.3
H 3.9140 4.7288 2.7746 -0.1 0.1 -0.2
C 3.7513 2.0230 2.9129 0.3 0.9 -0.4
```
Forces are in eV/Å.

[3]
C19H38N7O2PtS2 as an isolated structure. Source: OMol25; level of theory: wB97M-V/def2-TZVPD.

Output
net charge	+1
frontier orbital gap	7.88	eV
LUMO level	-0.0796	Ha
ΔE to the lowest compared entry with this formula, charge and spin	1.3	kcal per mole
HOMO	-10.045	eV

```
69
Properties=species:S:1:pos:R:3:forces:R:3
H -4.6304 0.4720 -0.6571 0.0 0.0 0.0
H 1.9023 0.9853 3.0487 0.0 0.0 0.0
H 6.2548 -1.1170 1.1101 0.0 0.0 0.0
S 0.7537 -1.2622 -1.1799 0.3 0.2 0.1
H -2.5847 0.5432 -3.0225 0.0 0.0 0.0
H 3.5986 1.9842 -0.0214 0.0 0.0 0.0
H 5.0071 -3.1427 0.1687 0.0 0.0 0.0
H -2.7430 -2.4170 2.9453 0.0 0.0 -0.1
H -3.4197 -0.9863 -2.7700 -0.1 0.0 0.0
N 3.1805 0.5569 1.4511 -0.1 0.0 -0.1
S -2.3280 -0.7800 0.4207 0.1 0.1 -0.1
C 2.1459 1.3700 2.0580 0.1 0.0 0.1
H -1.1945 3.9823 -0.2267 0.0 0.0 0.0
H -2.7120 -0.6339 -4.3563 0.0 0.0 0.0
H -0.6999 1.6687 0.5148 -0.1 0.0 0.1
N 4.1811 -1.5032 1.1286 -0.1 0.0 0.1
C 5.4285 -1.1935 1.8182 0.0 0.0 0.0
H -1.9857 -2.9638 -3.5936 0.0 0.0 0.0
H 0.4691 2.6886 -2.1508 0.0 0.0 0.0
H 4.8566 1.8236 1.2112 0.0 0.0 0.0
C -0.3361 -0.4770 -2.2920 -0.3 0.0 -0.2
H -5.1305 2.7479 -1.3596 0.0 0.0 0.0
C -1.8282 -2.9230 3.2573 0.0 -0.1 0.0
C -0.8623 -1.9025 3.8319 -0.1 0.1 0.0
H -0.4530 -3.0416 -2.7039 0.0 0.0 0.0
N -0.6920 -0.7149 2.9527 0.1 0.0 0.2
C 3.0439 -0.7882 1.3819 0.1 0.0 -0.1
H -0.7099 0.3990 -4.6775 0.0 0.0 0.0
C -1.4459 -2.6077 -2.7170 -0.1 0.0 0.1
C 4.0741 -2.8744 0.6619 0.0 0.0 0.0
H 5.6600 -1.9856 2.5351 0.0 0.0 0.0
H -1.1756 2.0002 -4.0622 0.0 0.0 0.0
H 0.6881 1.4576 -0.8892 0.1 0.0 -0.1
N -0.1007 0.7746 -2.7006 0.1 -0.1 0.1
H 3.2680 -2.9633 -0.0644 0.0 0.0 0.0
C -1.9416 3.2032 -0.3083 0.0 0.0 0.0
N 1.8879 -1.3811 1.5531 -0.1 -0.1 0.2
C -3.8721 1.2386 -0.5560 -0.1 0.0 0.0
C -4.1539 2.5388 -0.9367 0.0 0.0 0.0
C -1.6687 1.9113 0.1007 -0.1 0.0 0.0
H 3.9130 -3.5858 1.4811 0.0 0.0 0.0
H -0.0098 -0.1045 3.3931 -0.1 0.1 0.0
H -2.1065 -3.6003 4.0725 0.0 0.0 0.0
H -1.2323 -1.5637 4.8033 0.0 0.0 0.0
H 2.0118 -2.3789 1.6643 0.0 0.0 0.1
H 1.8201 1.5327 -2.2540 0.0 0.0 0.0
H -1.9823 -2.8990 -1.8113 0.0 0.0 0.0
N -1.2414 -3.6116 2.1111 0.1 0.0 0.2
C 0.7786 1.6631 -1.9514 0.1 0.0 0.0
C -3.1867 3.5353 -0.8317 0.0 0.0 0.0
H 4.6623 0.5744 -0.0339 0.0 0.0 0.0
H -1.9481 -3.9895 1.4957 0.0 0.0 0.0
C -0.4005 1.2329 -4.0561 -0.1 0.0 0.0
O -2.4732 5.6823 -1.5296 0.0 0.0 0.0
H -1.5745 -0.2076 2.9152 0.0 0.0 0.0
C -2.5841 -0.5112 -3.2793 0.0 0.1 0.0
H 2.5331 2.3795 2.1821 0.0 0.0 0.0
H 1.2363 1.4023 1.4564 0.0 0.0 0.0
H 0.1204 -2.3498 3.9882 0.0 0.0 -0.1
H -0.6576 -4.3750 2.4288 0.0 -0.1 -0.1
H 0.5120 1.6568 -4.4762 0.0 0.0 0.0
C -3.3873 4.9472 -1.2825 0.0 0.0 0.0
N -1.3624 -1.1522 -2.8064 0.2 -0.1 -0.1
Pt -0.0874 -0.9876 0.9655 -0.1 0.0 -0.1
H -5.2830 4.7336 -1.0686 0.0 0.0 0.0
C 4.1335 1.2706 0.6089 0.0 0.0 0.0
H 5.3411 -0.2582 2.3627 0.0 0.0 0.0
O -4.6578 5.3813 -1.4128 0.0 0.0 0.0
C -2.6190 0.8960 -0.0396 0.0 0.0 0.1
```
Forces are in eV/Å.

[4]
C19H38O17S5 as an isolated structure at a distorted geometry. Source: OMol25; level of theory: wB97M-V/def2-TZVPD.

Output
frontier orbital gap	9.91	eV
LUMO level	0.0068	Ha
ΔE to the lowest compared entry with this formula, charge and spin	0.0	kcal per mole
HOMO	-9.724	eV

```
79
Properties=species:S:1:pos:R:3:forces:R:3
O -1.3194 2.7919 -3.9217 0.3 -0.3 0.2
O -0.7760 -4.4663 -1.3027 0.2 -0.1 0.0
H 3.2260 -3.5899 8.4354 -0.1 0.0 0.0
H 1.5299 -4.0300 -3.4273 0.2 0.1 -0.1
H 2.8158 4.0159 -1.5173 -0.1 0.2 -0.1
C 3.1417 -3.7295 7.3616 0.2 0.0 -0.1
H -3.8201 4.8959 -5.1084 -0.1 -0.2 -0.1
H 1.7941 0.5743 0.0558 0.0 -0.1 0.0
H -3.6301 -5.5473 2.3481 -0.2 0.0 0.1
O -2.4974 -4.4653 0.3895 0.4 -0.2 0.2
H 0.9288 0.0486 -2.1145 -0.3 0.0 -0.3
H 1.5543 -0.7196 2.6626 -0.3 0.2 0.2
H -2.8855 -4.1093 3.0324 -0.1 0.0 0.2
H -4.5066 -4.0692 0.4406 0.0 0.1 0.0
C -3.4086 4.0947 -0.6473 -0.1 -0.1 0.4
H 2.1763 -4.1272 7.0656 0.0 -0.1 0.2
C 2.8021 -1.5116 4.1750 -0.5 -0.5 -0.5
C -3.6317 -3.8502 1.0490 -0.3 -0.3 0.4
H -2.1158 1.6020 1.4418 0.0 -0.1 0.1
H 1.4930 -1.5315 -3.7414 -0.1 0.1 0.2
H 1.5758 -2.4229 2.6408 -0.3 -0.3 0.4
H 2.9016 -0.5184 4.6055 0.2 -0.1 0.2
H -0.1786 -3.2383 1.1998 0.4 0.2 -0.1
O -2.4106 4.6762 -2.7632 0.5 0.0 -0.1
C -0.0865 1.1103 0.9125 0.1 -0.4 -0.1
C 0.7989 -3.5272 -4.0533 0.1 -0.7 -0.2
H -2.8256 3.7072 -6.0399 0.0 0.1 -0.1
H -1.5340 0.1412 -2.5666 -0.3 0.4 0.0
H 3.6321 5.8265 0.8047 0.0 0.1 -0.1
O 2.3535 -1.2595 7.2504 -0.2 0.4 0.2
O 4.6498 -1.7521 6.4922 0.2 0.1 0.0
O 4.3977 1.8056 1.2316 0.4 -0.3 -0.1
S -1.6328 -3.5778 -0.5888 -0.3 0.4 0.3
C 0.5534 -2.0873 -3.7358 0.1 -0.6 0.5
O 2.6448 3.1660 0.2949 -0.6 0.3 -0.1
H -4.0922 4.9224 -0.8374 0.0 0.0 0.0
C -0.7074 -2.5633 0.5331 -0.7 -0.8 -0.1
H 4.3807 5.6868 -0.8211 0.2 0.0 0.0
C 2.6651 4.3770 -0.4998 0.3 -0.7 -0.5
H -4.6683 -4.1956 2.9123 0.0 0.0 0.1
O 4.7717 4.1487 0.5042 0.1 -0.3 -0.3
H -3.5088 -2.7708 1.1192 0.0 0.0 -0.2
S 3.2835 -2.1401 6.6243 -0.2 -0.3 -0.1
H -3.0239 1.0721 -0.7462 0.0 -0.1 -0.1
H -1.6328 5.1804 -0.9292 0.3 0.1 -0.4
C -2.8593 4.3946 -5.2008 -0.3 0.6 -0.1
C 3.8892 5.1539 -0.0155 -0.4 0.3 0.4
O -0.2497 -1.6816 -4.8515 0.2 -0.1 -0.2
O 3.5063 3.6838 2.5364 -0.2 0.1 0.3
H 3.9553 -4.3530 7.0003 0.0 0.0 0.0
O -0.4710 -2.7741 -7.0391 -0.8 -0.4 -0.5
C 1.5321 -1.5825 3.3336 0.9 0.3 -0.3
S -2.5737 3.4530 -3.7703 0.2 0.5 0.2
O -2.5332 -2.7141 -1.2785 -0.1 0.3 -0.6
H -3.9032 3.1633 -0.9111 0.0 0.1 -0.2
H -0.1272 -4.1029 -4.0530 0.0 0.1 0.2
H 0.0345 -2.0311 -2.7840 -0.4 0.5 -0.2
H -0.1122 -1.8916 -0.0753 0.2 0.1 0.2
H 3.6620 -1.7824 3.5682 0.2 0.3 0.1
O 1.4505 -1.3320 -6.6000 0.6 0.4 -0.2
C -1.4486 1.2221 0.6774 0.1 0.6 -0.1
C -1.1595 0.4978 -1.6168 0.9 -0.6 0.0
C -3.7279 -4.4670 2.4395 0.5 0.1 -0.6
C 0.7254 0.6423 -0.1134 0.2 0.5 -0.1
S 3.8565 3.1069 1.2911 0.2 0.1 0.1
H -3.2263 4.0579 0.4299 0.1 0.1 0.0
H -1.4719 -2.0283 1.0922 0.2 0.3 0.0
C -2.1048 4.3208 -1.3990 -1.0 0.0 0.9
O -3.7357 2.7202 -3.3946 -0.3 -0.5 0.0
O 2.7072 -2.5363 5.2009 0.1 0.1 0.0
H 1.7091 4.8835 -0.4207 0.1 0.1 0.2
H -2.0862 5.1562 -5.2511 0.2 -0.2 -0.2
C -1.9586 0.9552 -0.5878 -0.7 -0.3 0.1
H 0.6571 -1.5834 3.9763 -0.2 0.0 -0.2
O 1.2707 -3.4705 -5.4245 -0.2 0.3 0.0
H 0.3744 1.3406 1.8650 -0.2 0.1 0.1
H -1.4630 3.4451 -1.3184 0.2 0.1 -0.3
S 0.4963 -2.2712 -6.1538 0.2 0.1 0.6
C 0.2073 0.3611 -1.3729 0.2 0.1 0.5
```
Forces are in eV/Å.